# 1
{
  "formula": "C11H16N3O2PPtS",
  "method": "ωB97M-V with the def2-TZVPD basis set",
  "symbols": ["Pt", "N", "C", "S", "N", "N", "C", "C", "C", "C", "C", "C", "C", "O", "H", "H", "H", "H", "H", "H", "H", "C", "P", "C", "C", "O", "H", "H", "H", "H", "H", "H", "H", "H", "H"],
  "xyz": [[-0.10875, -1.05159, 1.10366], [2.59793, -3.78081, 3.16549], [1.96771, -2.73886, 2.66939], [0.28037, -2.19073, 3.06113], [2.59268, -1.84799, 1.90495], [1.81128, -1.17211, 1.06912], [2.65106, -0.67172, 0.08880], [2.28778, -0.13037, -1.14757], [3.32673, 0.38087, -1.94121], [3.07941, 1.38660, -2.82694], [1.75039, 1.77836, -3.02283], [0.71170, 1.12948, -2.44228], [0.95006, 0.19335, -1.40759], [-0.03377, -0.59920, -0.97723], [2.25347, -4.46873, 3.83402], [3.59090, -3.91182, 2.98182], [3.69678, -0.85183, 0.35425], [4.32590, 0.00664, -1.82384], [3.81297, 1.91475, -3.44930], [1.53301, 2.61845, -3.74268], [-0.33909, 1.40206, -2.57599], [-1.72860, 1.88721, 0.72722], [-2.85070, 0.48932, 0.52775], [-3.26920, 0.46801, -1.26848], [-4.34031, 0.62751, 1.52230], [-2.20231, -0.86220, 0.92288], [-2.27629, 2.76408, 1.16073], [-1.26787, 2.16859, -0.23243], [-0.90538, 1.63657, 1.43292], [-3.25213, 1.46744, -1.75147], [-4.29370, 0.11748, -1.53169], [-2.42534, -0.11186, -1.64885], [-5.06907, -0.09624, 1.22977], [-4.83915, 1.61088, 1.46941], [-4.01849, 0.43841, 2.56479]],
  "multiplicity": 5,
  "orbital_gap_ev": [6.230, 4.406],
  "charge": 2,
  "s_squared": 6.059,
  "max_force_ev_per_a": 6.217
}

# 2
{
  "formula": "C20H23ClN4O10P2RuS",
  "method": "ωB97M-V with the def2-TZVPD basis set",
  "symbols": ["Ru", "N", "C", "C", "P", "O", "O", "O", "P", "O", "O", "O", "H", "H", "H", "H", "H", "H", "H", "H", "C", "N", "C", "C", "N", "C", "S", "C", "C", "C", "C", "C", "N", "H", "H", "H", "H", "H", "H", "H", "H", "H", "O", "C", "O", "C", "O", "O", "Cl", "C", "C", "C", "C", "C", "C", "C", "H", "H", "H", "H", "H", "H"],
  "xyz": [[0.30695, 0.01765, -0.15965], [0.65470, 2.92359, 3.35611], [0.04439, 1.66573, 3.85692], [-0.21396, 1.70180, 5.35940], [1.13890, 0.26420, 3.39467], [2.55099, 0.84606, 3.96698], [0.75268, -0.96050, 4.14143], [1.23864, 0.18116, 1.88614], [-1.54604, 1.47495, 2.91174], [-1.74451, -0.06961, 2.57438], [-2.72870, 2.00363, 3.59491], [-1.07575, 2.15071, 1.55620], [1.66555, 2.85378, 3.37637], [0.38477, 3.69612, 3.95372], [-0.28704, 2.68954, 1.80111], [0.69752, 2.00043, 5.88205], [-0.50626, 0.71579, 5.71960], [-1.01915, 2.40370, 5.58378], [3.06815, 0.12002, 4.33252], [-0.91967, -0.50448, 2.30763], [-1.51145, -3.17741, 2.60200], [-1.86998, -2.92587, 1.21206], [-3.15289, -2.99505, 0.69766], [-3.09168, -2.60758, -0.58538], [-1.76475, -2.31505, -0.85743], [-1.02706, -2.50341, 0.26088], [0.65546, -2.28477, 0.39622], [-1.31693, -1.70974, -2.05469], [-1.96008, -2.06559, -3.22233], [-1.59717, -1.43357, -4.40052], [-0.59941, -0.48710, -4.35616], [0.00967, -0.21467, -3.14523], [-0.31778, -0.81394, -1.99459], [-1.55620, -4.24565, 2.81164], [-2.19937, -2.62845, 3.24065], [-0.50082, -2.81037, 2.77478], [-3.99402, -3.26342, 1.30946], [-3.87308, -2.42136, -1.29638], [-2.72494, -2.82705, -3.20590], [-2.09251, -1.68441, -5.32897], [-0.28957, 0.06025, -5.23342], [0.77613, 0.53818, -3.08004], [-1.65070, 2.50444, -2.76600], [-1.32450, 1.99252, -1.71658], [-0.15330, 1.79034, -1.16374], [-2.62493, 1.33061, -0.72559], [-3.56193, 2.07992, -0.56618], [-2.26888, 0.15720, -0.41476], [3.24809, -2.16068, -2.07554], [3.19449, -0.53608, -2.71341], [3.56618, -0.36457, -4.03852], [3.52772, 0.89735, -4.60636], [3.12567, 1.97984, -3.83174], [2.76649, 1.78988, -2.51073], [2.77433, 0.52327, -1.90495], [2.33559, 0.37201, -0.50619], [3.87864, -1.22785, -4.61109], [3.81328, 1.03228, -5.64189], [3.08782, 2.97446, -4.25745], [2.42969, 2.62858, -1.91551], [2.47639, 1.30242, 0.04313], [2.89617, -0.42419, -0.01719]],
  "multiplicity": 2,
  "orbital_gap_ev": [5.951, 5.718],
  "charge": -1,
  "s_squared": 0.760,
  "max_force_ev_per_a": 4.588,
  "relative_energy_kcal_mol": 53.7
}

# 3
{
  "formula": "C4H5N3O",
  "method": "ωB97M-V with the def2-TZVPD basis set",
  "symbols": ["C", "C", "C", "C", "H", "H", "H", "H", "H", "N", "N", "N", "O"],
  "xyz": [[1.19360, -0.46090, -0.99563], [-0.08671, 0.90525, 0.39100], [-1.32277, -0.87680, 0.26749], [-0.10358, -0.38906, -0.07984], [1.76835, -1.33607, -0.78352], [0.99125, -0.61419, -2.10645], [2.51487, 0.59147, 0.27314], [-2.47572, -0.19665, 1.75986], [-1.80199, -1.76632, 0.13000], [1.66889, 0.96987, -0.69388], [0.84957, 1.76228, 0.00455], [-2.08232, 0.19281, 0.84133], [-1.11344, 1.21832, 0.99194]],
  "multiplicity": 1,
  "orbital_gap_ev": 7.971,
  "max_force_ev_per_a": 9.241,
  "relative_energy_kcal_mol": 170.9
}

# 4
{
  "formula": "C18H25F4NO5",
  "method": "ωB97M-V with the def2-TZVPD basis set",
  "symbols": ["C", "C", "C", "C", "C", "C", "C", "O", "C", "N", "C", "C", "O", "C", "C", "O", "C", "O", "C", "C", "C", "O", "C", "F", "F", "C", "F", "F", "H", "H", "H", "H", "H", "H", "H", "H", "H", "H", "H", "H", "H", "H", "H", "H", "H", "H", "H", "H", "H", "H", "H", "H", "H"],
  "xyz": [[2.98449, 0.74996, 3.03855], [1.79689, 0.85425, 3.12527], [0.33625, 0.90096, 3.22535], [-0.28904, -0.45955, 3.62394], [-1.27546, -1.02849, 2.60104], [-0.63500, -1.23822, 1.20740], [-0.93625, -2.64495, 0.63665], [-1.24116, -2.48099, -0.76218], [-0.59523, -1.30383, -1.14490], [0.86419, -1.63117, -1.12953], [1.07360, -2.71007, -2.08966], [2.14899, -3.67912, -1.68267], [0.45085, -2.80192, -3.11106], [1.81495, -0.55325, -1.37221], [2.22387, -0.25742, -2.79783], [2.27716, 0.05219, -0.44795], [-1.03341, -0.35489, 0.00656], [-0.38220, 0.88868, 0.05671], [-0.36217, 1.68739, -1.10539], [0.38314, 2.98142, -0.78879], [0.34187, 3.89971, -2.00457], [-0.12340, 3.62037, 0.36753], [-2.57391, -0.12869, -0.10872], [-2.93888, -0.08421, -1.43357], [-3.28757, -1.13130, 0.44437], [-3.11842, 1.21848, 0.44659], [-4.45165, 1.07549, 0.65389], [-2.56895, 1.58083, 1.62249], [4.04410, 0.72540, 2.93525], [0.08843, 1.65830, 3.97477], [-0.06406, 1.25829, 2.27556], [0.51730, -1.18791, 3.74604], [-0.77700, -0.37575, 4.59577], [-2.17787, -0.42726, 2.57062], [-1.59068, -2.00844, 2.97263], [0.43962, -1.09617, 1.32967], [-0.10796, -3.34147, 0.78161], [-1.83029, -3.07154, 1.08760], [-0.91273, -1.01110, -2.14253], [3.09600, -3.35109, -2.12055], [2.25504, -3.72136, -0.60216], [1.89945, -4.65268, -2.10095], [1.48054, -0.55171, -3.53534], [2.41069, 0.81496, -2.85932], [3.16935, -0.75881, -3.01639], [0.16651, 1.19260, -1.92511], [-1.36905, 1.91731, -1.48163], [1.41709, 2.70896, -0.56642], [-0.67704, 4.25890, -2.17318], [0.69152, 3.38393, -2.90241], [0.98580, 4.76450, -1.84720], [-1.04936, 3.84182, 0.21909], [-2.98893, 2.00866, -0.29270]],
  "multiplicity": 1,
  "orbital_gap_ev": 9.880,
  "smiles": "C#CCCC[C@H]1CO[C@H](N(C(C)=O)C(C)=O)[C@@]1(OC[C@@H](C)O)C(F)(F)C(F)F",
  "max_force_ev_per_a": 0.908
}

# 5
{
  "formula": "C4H8N2O",
  "method": "ωB97M-V with the def2-TZVPD basis set",
  "symbols": ["C", "N", "C", "C", "O", "C", "N", "H", "H", "H", "H", "H", "H", "H", "H"],
  "xyz": [[-1.68471, 0.27999, 0.73371], [-0.32460, 0.07736, 0.81909], [0.34978, 0.20306, -0.44128], [1.80517, -0.20718, -0.32860], [2.56352, 0.67843, 0.46673], [-0.50146, -0.58736, -1.56053], [-1.67197, -0.61557, -1.11873], [-2.24373, -0.12106, 1.59632], [-1.98641, 1.30696, 0.49988], [-2.63776, -0.83454, -1.13195], [-0.12468, -0.82583, 1.23864], [0.28723, 1.24741, -0.77777], [2.25123, -0.20724, -1.32393], [1.86157, -1.24095, 0.05675], [2.05683, 0.84652, 1.27168]],
  "multiplicity": 1,
  "orbital_gap_ev": 8.703,
  "max_force_ev_per_a": 2.600,
  "relative_energy_kcal_mol": 110.0
}

# 6
{
  "formula": "C4H3NO",
  "method": "ωB97M-V with the def2-TZVPD basis set",
  "symbols": ["C", "C", "C", "C", "N", "O", "H", "H", "H"],
  "xyz": [[-0.12321, 0.94965, -0.72500], [0.84982, 1.29143, 0.18693], [-0.78601, -0.27789, -0.50546], [0.28436, -1.45452, 1.25823], [-0.39481, -1.27448, 0.25282], [0.85341, -2.04073, 2.08098], [-0.63193, 1.52299, -1.45902], [1.60316, 1.93111, 0.08965], [-1.65479, -0.64757, -1.17912]],
  "multiplicity": 1,
  "orbital_gap_ev": [6.791, 7.798],
  "max_force_ev_per_a": 4.476,
  "relative_energy_kcal_mol": 80.2
}

# 7
{
  "formula": "H4N4O2",
  "method": "ωB97M-V with the def2-TZVPD basis set",
  "symbols": ["N", "N", "N", "N", "O", "O", "H", "H", "H", "H"],
  "xyz": [[-0.17409, -0.96208, 0.50760], [-0.13680, 0.34995, 0.12476], [-0.21419, 0.67044, -1.11086], [2.46395, 0.78146, -0.51703], [2.10359, 0.32860, 0.56663], [3.53185, 0.64476, -1.06252], [-0.15336, -1.55128, -0.32134], [0.62876, -1.16257, 1.11447], [-0.12732, 1.00423, 0.91346], [-0.33488, 1.66985, -1.24382]],
  "multiplicity": 1,
  "orbital_gap_ev": [7.121, 6.475],
  "max_force_ev_per_a": 3.156,
  "relative_energy_kcal_mol": 33.6
}

# 8
{
  "formula": "C55H56ClN4OP2PdSe",
  "method": "ωB97M-V with the def2-TZVPD basis set",
  "symbols": ["Pd", "O", "C", "C", "C", "C", "C", "C", "P", "C", "C", "C", "C", "C", "C", "C", "C", "C", "C", "C", "C", "C", "C", "C", "C", "C", "C", "P", "C", "C", "C", "C", "C", "C", "C", "C", "C", "C", "C", "C", "H", "H", "H", "H", "H", "H", "H", "H", "H", "H", "H", "H", "H", "H", "H", "H", "H", "H", "H", "H", "H", "H", "H", "H", "H", "H", "H", "H", "C", "C", "C", "C", "C", "C", "Se", "C", "C", "C", "H", "H", "H", "H", "H", "H", "H", "H", "H", "H", "H", "Cl", "C", "C", "C", "C", "N", "C", "H", "H", "H", "H", "C", "N", "C", "C", "N", "N", "C", "C", "H", "H", "H", "H", "H", "H", "H", "H", "H", "H", "H", "H", "H"],
  "xyz": [[-0.04860, -0.01924, -0.04328], [0.64320, -1.71594, 2.97382], [1.72907, -2.54055, 2.77690], [2.47958, -3.05185, 3.82898], [3.45971, -3.99700, 3.57477], [3.69404, -4.43513, 2.27795], [3.01140, -3.84093, 1.23212], [2.05636, -2.84771, 1.45833], [1.38894, -1.93264, 0.01401], [0.61446, -3.34583, -0.86228], [0.97596, -3.81662, -2.11714], [0.32916, -4.92206, -2.66070], [-0.67245, -5.56712, -1.95427], [-1.04031, -5.09980, -0.69732], [-0.40607, -3.99360, -0.16102], [2.91421, -1.54195, -0.92136], [4.19518, -1.53612, -0.37760], [5.27693, -1.08706, -1.12517], [5.09711, -0.64226, -2.42514], [3.82368, -0.63856, -2.97828], [2.74500, -1.07174, -2.22604], [-0.49658, -2.19557, 3.59777], [-0.49909, -3.14345, 4.61097], [-1.69369, -3.48219, 5.23042], [-2.88251, -2.88000, 4.85361], [-2.87270, -1.96003, 3.81886], [-1.69324, -1.62440, 3.16005], [-1.66662, -0.37968, 1.80758], [-3.41690, -0.42949, 1.27768], [-4.24226, 0.68362, 1.14268], [-5.52967, 0.54874, 0.63851], [-6.00316, -0.69407, 0.24663], [-5.18232, -1.80868, 0.35957], [-3.90086, -1.67461, 0.86890], [-1.42857, 1.09441, 2.87541], [-0.15122, 1.64448, 2.93406], [0.12701, 2.69987, 3.79027], [-0.87310, 3.22142, 4.59659], [-2.14372, 2.66132, 4.56735], [-2.41482, 1.59360, 3.72545], [2.31725, -2.69734, 4.83603], [4.03070, -4.40222, 4.39914], [4.42358, -5.20842, 2.08296], [3.23546, -4.13026, 0.21238], [1.77439, -3.34340, -2.67303], [0.62415, -5.28467, -3.63662], [-1.15912, -6.43747, -2.37391], [-1.81548, -5.60384, -0.13460], [-0.68821, -3.63659, 0.82582], [4.36120, -1.86112, 0.64057], [6.26491, -1.08666, -0.68349], [5.94250, -0.29479, -3.00361], [3.66900, -0.28911, -3.99085], [1.75217, -1.04321, -2.65674], [0.40470, -3.63136, 4.93275], [-1.68118, -4.21503, 6.02597], [-3.80973, -3.13216, 5.34863], [-3.80645, -1.51613, 3.49912], [-3.87696, 1.66358, 1.41306], [-6.16383, 1.42206, 0.55367], [-7.00754, -0.79657, -0.14252], [-5.54360, -2.78241, 0.05492], [-3.27078, -2.55309, 0.96772], [0.63068, 1.24066, 2.29761], [1.12391, 3.12030, 3.82110], [-0.66187, 4.05068, 5.25836], [-2.92134, 3.04655, 5.21351], [-3.39786, 1.14346, 3.74497], [6.71806, 4.17923, -0.72823], [5.32976, 3.62178, -0.84978], [4.51705, 3.94847, -1.93262], [3.24483, 3.42480, -2.07939], [2.43290, 3.83128, -3.28023], [2.76054, 2.52810, -1.09322], [1.07142, 1.77796, -1.40306], [3.55463, 2.21716, 0.03356], [3.08205, 1.38239, 1.19069], [4.82547, 2.76373, 0.11873], [6.87621, 5.00556, -1.41860], [7.45907, 3.40914, -0.95150], [6.91100, 4.53220, 0.28454], [4.89153, 4.63203, -2.68513], [3.01701, 4.49150, -3.91816], [1.52521, 4.35759, -2.97910], [2.11926, 2.97087, -3.87051], [2.15910, 0.84762, 0.97022], [2.90542, 2.02774, 2.05477], [3.84490, 0.65823, 1.47461], [5.43958, 2.51530, 0.97757], [-0.08188, -1.03071, -6.17719], [-0.92778, -1.44489, -4.72667], [-1.86079, -2.46660, -4.71308], [-2.49315, -2.74700, -3.51404], [-2.16007, -2.00666, -2.39021], [-1.26047, -1.02470, -2.40580], [-0.66392, -0.74518, -3.56102], [-2.07877, -3.02218, -5.61458], [-3.22840, -3.53657, -3.44850], [-2.63522, -2.20489, -1.43754], [0.04449, 0.07707, -3.57059], [-1.81699, 4.92527, -1.62982], [-1.96592, 3.82426, -0.69125], [-1.15895, 3.93519, 0.50245], [-2.40537, 2.59742, -1.10141], [-1.92128, 1.50321, -0.60486], [-3.39134, 2.62082, -2.06817], [-3.71626, 1.38484, -2.75130], [-4.52422, 3.52755, -1.92498], [-0.76138, 5.20652, -1.69387], [-2.38161, 5.80310, -1.30654], [-2.15517, 4.63157, -2.61916], [-1.32133, 4.91800, 0.94730], [-0.08857, 3.82490, 0.28641], [-1.44659, 3.17053, 1.21415], [-2.44863, 0.70273, -0.94276], [-4.32855, 0.71272, -2.13370], [-2.80559, 0.86717, -3.04796], [-4.28120, 1.62555, -3.65128], [-4.31183, 4.28801, -1.18094], [-5.41196, 2.97147, -1.60610], [-4.74950, 4.01580, -2.87473]],
  "multiplicity": 3,
  "orbital_gap_ev": [7.586, 6.228],
  "charge": 1,
  "s_squared": 2.020,
  "max_force_ev_per_a": 0.776,
  "relative_energy_kcal_mol": 0.0
}

# 9
{
  "formula": "HNO6P",
  "method": "ωB97M-V with the def2-TZVPD basis set",
  "symbols": ["O", "N", "O", "P", "O", "O", "O", "O", "H"],
  "xyz": [[0.84882, -1.83768, 0.15690], [1.36966, -0.81767, -0.19593], [2.58176, -0.73613, -0.51412], [0.17973, 0.68187, -0.17501], [0.99550, 1.87503, -0.06100], [-0.91083, 0.23850, -1.35771], [-0.74759, 0.51965, 1.23554], [-2.06434, 0.00933, 0.95177], [-2.25272, 0.06709, -0.04043]],
  "multiplicity": 1,
  "orbital_gap_ev": 10.207,
  "smiles": "O=[N+]([O-])[P@@](=O)([O-])OO",
  "charge": -1,
  "max_force_ev_per_a": 7.048,
  "relative_energy_kcal_mol": 16.8
}